C3H7F | the ωB97M-V functional and the def2-TZVPD basis

```
! wB97M-V def2-TZVPD RIJCOSX def2/J DEFGRID3
* xyz 0 1
C 0.300 -1.244 -0.317
C 0.198 1.276 0.333
C -0.436 0.036 -0.209
F -1.591 -0.380 0.887
H 0.557 -1.635 0.586
H -0.289 -1.975 -0.786
H 1.224 -1.111 -0.761
H 1.020 1.042 1.007
H -0.498 1.900 0.958
H 0.413 1.838 -0.581
H -0.899 0.254 -1.116
*
```

The value obtained for the LUMO energy is 1.10 eV. The relative energy (zero: lowest compared OMol25 entry of this formula, charge and spin) is 0.893 eV. Its total energy is -5941.044 eV. The orbital gap comes out at 12.9 eV. As for the HOMO energy: -11.85 eV. The value obtained for the strongest force on any atom is 4.44 eV/A. The SMILES is CC(C)F.

Results of the natural (NBO) charge analysis, in e, for atoms 1 through 2: number 1, C, carries -0.6433; number 2, C, carries -0.6613

***

C68H187N17O17 | the ωB97M-V functional and the def2-TZVPD basis

```
! wB97M-V def2-TZVPD RIJCOSX def2/J DEFGRID3
* xyz 0 1
C 5.316 1.259 -1.305
C 5.270 1.099 -2.845
C 5.028 2.414 -3.592
O 3.694 2.806 -3.359
C 3.238 3.943 -4.030
N 6.446 0.352 -3.266
H 5.559 0.326 -0.796
H 4.376 1.559 -0.842
H 6.078 1.959 -0.964
H 4.380 0.494 -3.018
H 5.240 2.240 -4.647
H 5.783 3.103 -3.213
H 3.913 4.763 -3.785
H 2.251 4.265 -3.699
H 3.107 3.769 -5.098
H 6.676 -0.241 -2.482
H 6.286 -0.193 -4.101
C 7.167 -3.762 0.174
C 6.768 -2.709 -0.924
C 6.948 -3.092 -2.397
O 6.321 -4.382 -2.543
C 5.914 -4.616 -3.866
N 5.344 -2.474 -0.638
H 8.255 -3.833 0.196
H 6.724 -4.725 -0.079
H 6.695 -3.540 1.131
H 7.425 -1.858 -0.741
H 7.973 -3.103 -2.766
H 6.457 -2.313 -2.980
H 4.882 -4.962 -3.921
H 6.725 -5.238 -4.246
H 5.803 -3.718 -4.473
H 5.129 -2.439 0.348
H 4.915 -3.304 -1.023
C -4.729 -1.036 5.635
C -5.549 -1.291 6.977
C -4.915 -0.682 8.248
O -3.636 -1.213 8.424
C -3.624 -2.483 8.980
N -6.928 -0.705 6.861
H -5.431 -1.355 4.864
H -3.853 -1.676 5.737
H -4.233 -0.083 5.449
H -5.777 -2.327 7.228
H -5.445 -0.857 9.184
H -4.873 0.404 8.166
H -4.093 -3.306 8.441
H -3.988 -2.395 10.004
H -2.560 -2.718 9.006
H -6.839 0.263 6.587
H -7.602 -0.713 7.614
C 5.620 -0.256 4.717
C 4.829 -0.687 3.396
C 3.741 0.298 3.010
O 2.737 0.461 4.089
C 1.803 1.490 3.734
N 5.816 -0.639 2.320
H 4.961 -0.399 5.573
H 5.890 0.800 4.700
H 6.554 -0.805 4.833
H 4.488 -1.720 3.474
H 3.173 -0.083 2.161
H 4.315 1.208 2.838
H 1.318 1.176 2.810
H 2.339 2.419 3.540
H 1.016 1.501 4.488
H 6.678 -1.081 2.605
H 6.244 0.254 2.121
C -0.206 3.107 8.634
C -1.567 2.384 8.518
C -2.712 3.323 8.143
O -2.524 4.526 8.806
C -3.405 5.558 8.357
N -1.367 1.275 7.561
H 0.690 2.589 8.975
H -0.163 3.970 9.298
H 0.034 3.568 7.675
H -1.703 2.044 9.545
H -3.619 2.863 8.537
H -2.743 3.393 7.055
H -3.162 6.363 9.050
H -4.460 5.346 8.533
H -3.329 5.835 7.305
H -2.081 0.574 7.422
H -0.487 0.781 7.595
C 1.476 8.062 -7.270
C 0.600 7.678 -6.012
C 0.520 6.190 -5.640
O 0.091 5.385 -6.818
C 0.140 4.005 -6.490
N 1.159 8.481 -4.937
H 1.023 7.524 -8.103
H 2.495 7.675 -7.256
H 1.400 9.145 -7.373
H -0.423 8.035 -6.133
H -0.207 6.013 -4.847
H 1.536 5.897 -5.373
H -0.519 3.519 -7.209
H -0.301 3.776 -5.520
H 1.131 3.553 -6.438
H 0.470 8.692 -4.229
H 1.633 9.300 -5.289
C 4.426 3.740 1.250
C 3.552 4.490 0.304
C 2.741 5.560 1.132
O 1.523 4.862 1.599
C 1.193 5.093 3.029
N 4.341 5.093 -0.822
H 4.942 2.903 0.779
H 3.747 3.323 1.993
H 5.184 4.445 1.590
H 2.882 3.713 -0.062
H 2.309 6.174 0.342
H 3.336 6.174 1.808
H 2.088 5.122 3.651
H 0.477 4.376 3.431
H 0.673 6.048 3.089
H 5.017 4.444 -1.200
H 3.794 5.507 -1.564
C 2.368 -4.885 -0.577
C 1.125 -4.545 -1.532
C 1.540 -3.977 -2.967
O 2.199 -2.668 -2.813
C 2.698 -2.156 -3.997
N 0.316 -5.688 -1.617
H 2.136 -5.603 0.210
H 2.653 -3.897 -0.217
H 3.182 -5.232 -1.213
H 0.386 -3.821 -1.189
H 0.575 -3.914 -3.470
H 2.155 -4.680 -3.530
H 3.178 -2.799 -4.735
H 3.526 -1.536 -3.655
H 2.015 -1.543 -4.585
H 0.471 -6.070 -2.539
H -0.514 -5.199 -1.921
C -2.104 -0.164 1.999
C -1.916 0.364 0.556
C -0.624 0.018 -0.126
O -0.309 0.842 -1.264
C 0.795 0.225 -1.982
N -2.971 -0.234 -0.188
H -1.964 -1.240 1.888
H -3.071 -0.027 2.484
H -1.343 0.326 2.606
H -1.985 1.435 0.745
H -0.661 -1.048 -0.352
H 0.147 0.146 0.634
H 1.642 0.179 -1.298
H 1.185 0.758 -2.849
H 0.615 -0.809 -2.276
H -2.977 -1.244 -0.220
H -2.747 0.085 -1.120
C 3.089 -2.042 -10.654
C 2.131 -0.849 -10.918
C 2.490 0.591 -10.393
O 2.486 0.583 -8.867
C 1.311 0.448 -8.056
N 2.008 -0.826 -12.335
H 3.436 -2.077 -9.621
H 3.922 -1.990 -11.355
H 2.465 -2.905 -10.886
H 1.127 -0.961 -10.509
H 1.872 1.379 -10.821
H 3.462 0.936 -10.747
H 0.734 -0.471 -8.163
H 0.565 1.239 -8.134
H 1.654 0.425 -7.022
H 1.119 -0.417 -12.583
H 1.777 -1.779 -12.577
C -6.519 -0.759 -2.532
C -6.402 0.546 -3.335
C -6.223 0.329 -4.828
O -5.801 1.415 -5.627
C -6.682 2.479 -5.894
N -7.663 1.138 -3.016
H -5.542 -1.204 -2.716
H -7.276 -1.496 -2.803
H -6.741 -0.588 -1.479
H -5.683 1.261 -2.935
H -7.141 -0.063 -5.267
H -5.533 -0.509 -4.928
H -6.692 3.021 -4.948
H -7.655 2.113 -6.220
H -6.256 3.145 -6.644
H -8.208 0.373 -3.389
H -7.873 0.897 -2.058
C -3.586 3.515 3.580
C -3.539 4.978 3.240
C -2.507 5.401 2.143
O -2.687 6.770 1.659
C -2.077 7.791 2.445
N -4.843 5.300 2.732
H -4.521 3.221 4.058
H -2.806 3.271 4.302
H -3.406 2.901 2.698
H -3.246 5.601 4.085
H -2.863 4.813 1.296
H -1.483 5.188 2.451
H -0.988 7.750 2.432
H -2.494 7.833 3.452
H -2.282 8.826 2.172
H -4.813 6.152 2.191
H -5.242 4.550 2.185
C -4.725 -3.363 1.538
C -4.421 -4.402 0.467
C -2.952 -4.324 0.000
O -2.818 -3.069 -0.725
C -3.209 -3.199 -2.108
N -4.685 -5.589 1.246
H -3.995 -3.358 2.348
H -5.771 -3.334 1.844
H -4.488 -2.416 1.055
H -5.037 -4.331 -0.429
H -2.635 -5.148 -0.640
H -2.249 -4.527 0.808
H -2.543 -3.804 -2.722
H -3.033 -2.238 -2.592
H -4.189 -3.505 -2.475
H -5.516 -5.517 1.815
H -3.927 -5.748 1.894
C 9.524 -1.936 -7.474
C 8.281 -1.691 -6.675
C 7.066 -1.134 -7.458
O 6.092 -0.850 -6.464
C 4.970 -0.277 -7.008
N 8.082 -2.974 -5.997
H 9.422 -2.582 -8.345
H 10.293 -2.454 -6.900
H 10.089 -1.089 -7.864
H 8.491 -0.945 -5.909
H 6.703 -1.803 -8.238
H 7.366 -0.222 -7.973
H 5.157 0.677 -7.500
H 4.274 0.113 -6.265
H 4.495 -0.960 -7.713
H 7.431 -2.977 -5.224
H 7.581 -3.488 -6.708
C -1.193 -1.902 5.973
C -0.409 -3.284 5.982
C 0.449 -3.544 4.666
O -0.331 -3.362 3.509
C 0.198 -3.180 2.212
N 0.274 -3.341 7.207
H -1.873 -1.973 5.124
H -0.629 -1.006 5.714
H -1.560 -1.787 6.993
H -1.063 -4.154 6.036
H 0.959 -4.506 4.715
H 1.319 -2.896 4.558
H 0.854 -4.031 2.033
H 0.784 -2.261 2.184
H -0.623 -3.114 1.498
H 1.082 -3.899 6.970
H 0.639 -2.401 7.276
C -7.368 0.368 2.742
C -6.584 1.734 2.533
C -6.039 1.886 1.084
O -5.494 3.170 0.870
C -4.838 3.297 -0.271
N -7.528 2.803 2.876
H -8.207 0.235 2.058
H -7.847 0.382 3.721
H -6.627 -0.428 2.679
H -5.775 1.734 3.263
H -6.732 1.720 0.259
H -5.210 1.186 0.979
H -5.386 3.108 -1.194
H -3.921 2.718 -0.157
H -4.601 4.360 -0.233
H -8.414 2.612 2.430
H -7.127 3.588 2.383
C -3.416 -6.326 5.598
C -2.490 -6.717 4.544
C -2.852 -8.109 3.954
O -2.788 -9.025 5.093
C -1.569 -9.622 5.576
N -2.290 -5.658 3.485
H -3.238 -5.297 5.910
H -3.235 -6.775 6.575
H -4.459 -6.325 5.282
H -1.472 -6.847 4.911
H -2.213 -8.305 3.093
H -3.917 -8.085 3.720
H -1.267 -10.348 4.821
H -1.869 -10.102 6.507
H -0.894 -8.802 5.821
H -1.735 -5.896 2.675
H -1.872 -4.872 3.962
*
```

The value obtained for the LUMO energy is 0.17 eV. The relative energy (zero: lowest compared OMol25 entry of this formula, charge and spin) is 11.819 eV. Its total energy is -133668.536 eV. The orbital gap comes out at 8.4 eV. As for the HOMO energy: -8.26 eV. The value obtained for the strongest force on any atom is 4.72 eV/A.

Results of the Löwdin charge analysis, in e, for atoms 1 through 2: number 1, C, carries -0.0549; number 2, C, carries -0.4138

***

C19H16ClCoN7OS | the ωB97M-V functional and the def2-TZVPD basis

```
! wB97M-V def2-TZVPD RIJCOSX def2/J DEFGRID3
* xyz 3 1
Co -0.131 -0.074 0.314
S -1.827 4.675 -4.905
N -0.692 4.745 -3.770
C -0.760 3.616 -3.080
C 0.110 3.258 -1.978
C 1.183 3.998 -1.460
C 1.910 3.479 -0.407
C 1.581 2.240 0.139
N 0.551 1.540 -0.340
C -0.158 2.030 -1.384
C -1.209 1.163 -1.835
N -1.297 0.006 -1.141
C -2.218 -0.900 -1.477
C -3.094 -0.655 -2.533
C -3.020 0.526 -3.247
C -2.049 1.475 -2.899
C -1.800 2.758 -3.523
N -2.490 3.260 -4.537
H 1.433 4.959 -1.891
H 2.747 4.023 0.009
H 2.142 1.814 0.962
H -2.256 -1.818 -0.904
H -3.830 -1.407 -2.780
H -3.696 0.724 -4.069
C -2.055 0.309 5.328
N -1.514 0.427 3.967
C -1.267 -0.601 3.186
N -1.481 -1.847 3.575
O -0.789 -0.396 1.984
H -2.159 1.310 5.735
H -1.367 -0.253 5.958
H -3.039 -0.158 5.302
H -1.332 1.343 3.589
H -1.853 -2.057 4.489
H -1.293 -2.618 2.956
Cl 2.455 -2.214 -4.076
C 2.321 -2.023 -2.389
C 3.216 -2.633 -1.513
C 3.063 -2.436 -0.151
C 2.026 -1.647 0.306
N 1.160 -1.073 -0.550
C 1.300 -1.236 -1.876
H 4.020 -3.246 -1.901
H 3.741 -2.890 0.557
H 1.864 -1.473 1.365
H 0.606 -0.735 -2.530
*
```

The value obtained for the LUMO energy is -11.57 eV. Its total energy is -93400.304 eV. The orbital gap comes out at 6.1 eV. As for the HOMO energy: -17.70 eV. The value obtained for the strongest force on any atom is 0.39 eV/A.

Results of the natural (NBO) charge analysis, in e, for atoms 1 through 2: number 1, Co, carries 1.3531; number 2, S, carries 1.1095

***

C4H11NS | the ωB97M-V functional and the def2-TZVPD basis

```
! wB97M-V def2-TZVPD RIJCOSX def2/J DEFGRID3
* xyz 0 1
C -0.784 0.503 -2.115
C -0.650 -0.221 -0.778
C 0.514 0.327 0.039
S 0.646 -0.692 1.544
C 1.395 0.497 2.782
N -1.880 -0.042 -2.919
H -1.002 1.559 -1.950
H 0.194 0.364 -2.599
H -1.569 -0.195 -0.188
H -0.506 -1.298 -0.929
H 1.416 0.256 -0.576
H 0.446 1.374 0.341
H 0.796 1.375 2.566
H 2.447 0.616 2.540
H 1.355 0.128 3.798
H -1.723 0.120 -3.905
H -1.855 -1.044 -2.824
*
```

The value obtained for the LUMO energy is 1.07 eV. The relative energy (zero: lowest compared OMol25 entry of this formula, charge and spin) is 0.440 eV. Its total energy is -16651.353 eV. The orbital gap comes out at 9.5 eV. As for the HOMO energy: -8.47 eV. The value obtained for the strongest force on any atom is 1.87 eV/A. The SMILES is CSCCCN.

Results of the natural (NBO) charge analysis, in e, for atoms 1 through 2: number 1, C, carries -0.2108; number 2, C, carries -0.4189

***

C2H6N4O | the ωB97M-V functional and the def2-TZVPD basis

```
! wB97M-V def2-TZVPD RIJCOSX def2/J DEFGRID3
* xyz 0 1
C 1.367 -0.798 -0.304
C -0.982 -0.081 -0.112
H 1.449 1.649 1.003
H 1.499 1.878 -0.576
H 0.827 -1.703 -0.867
H -2.320 -1.516 0.128
H -0.979 -1.611 1.069
H -1.562 1.726 -0.279
N 0.930 1.554 0.152
N 0.418 0.207 -0.070
N -1.310 -1.418 0.136
N -1.925 0.778 -0.255
O 2.587 -0.664 -0.024
*
```

The value obtained for the LUMO energy is 0.72 eV. The relative energy (zero: lowest compared OMol25 entry of this formula, charge and spin) is 2.017 eV. Its total energy is -10178.045 eV. The orbital gap comes out at 10.3 eV. As for the HOMO energy: -9.62 eV. The value obtained for the strongest force on any atom is 4.24 eV/A. The SMILES is [H]/N=C(/N)N(N)C=O.

Results of the natural (NBO) charge analysis, in e, for atoms 1 through 2: number 1, C, carries 0.5078; number 2, C, carries 0.5646

***

C10H16O | the ωB97M-V functional and the def2-TZVPD basis

```
! wB97M-V def2-TZVPD RIJCOSX def2/J DEFGRID3
* xyz 0 1
O -2.701 1.175 3.275
C -3.456 2.339 3.535
C 0.866 0.497 2.332
C -1.357 1.495 2.954
C -0.594 0.214 2.685
H -4.486 2.025 3.778
H -3.050 2.904 4.391
H -3.489 3.006 2.657
H 0.926 1.126 1.428
H 1.403 -0.447 2.140
H 1.366 1.024 3.162
H -0.894 2.049 3.792
H -1.332 2.151 2.062
H -1.093 -0.324 1.856
H -0.655 -0.426 3.586
C -0.587 2.430 -0.657
C -1.401 3.530 -0.386
C -1.106 1.138 -0.568
C -2.735 3.337 -0.025
C -2.440 0.946 -0.208
C -3.255 2.046 0.064
H 0.463 2.581 -0.941
H -0.992 4.546 -0.455
H -0.465 0.272 -0.782
H -3.377 4.203 0.189
H -2.849 -0.071 -0.138
H -4.305 1.894 0.347
*
```

The value obtained for the LUMO energy is 1.05 eV. The relative energy (zero: lowest compared OMol25 entry of this formula, charge and spin) is 1.251 eV. Its total energy is -12676.473 eV. The orbital gap comes out at 10.4 eV. As for the HOMO energy: -9.36 eV. The value obtained for the strongest force on any atom is 0.54 eV/A. The SMILES is c1ccccc1.CCCOC.

Results of the natural (NBO) charge analysis, in e, for atoms 1 through 2: number 1, O, carries -0.5443; number 2, C, carries -0.2492

***

C3H7O3 | the ωB97M-V functional and the def2-TZVPD basis

```
! wB97M-V def2-TZVPD RIJCOSX def2/J DEFGRID3
* xyz -1 1
O 1.297 0.130 -0.741
C 2.471 -0.087 -0.357
O 2.940 -0.305 0.799
H 3.337 0.055 -1.164
H -0.141 0.071 -1.489
C -1.542 0.383 -0.257
O -1.132 0.098 -1.510
C -1.004 -0.423 0.975
H -1.049 1.329 -0.131
H -2.628 0.215 -0.124
H -1.457 0.161 1.790
H -1.220 -1.458 1.068
H 0.129 -0.169 1.140
*
```

The value obtained for the LUMO energy is 4.25 eV. The relative energy (zero: lowest compared OMol25 entry of this formula, charge and spin) is 1.612 eV. Its total energy is -9367.546 eV. The orbital gap comes out at 8.7 eV. As for the HOMO energy: -4.45 eV. The value obtained for the strongest force on any atom is 3.75 eV/A.

Results of the natural (NBO) charge analysis, in e, for atoms 1 through 2: number 1, O, carries -0.8229; number 2, C, carries 0.6668

***

C3H4NO | the ωB97M-V functional and the def2-TZVPD basis

```
! wB97M-V def2-TZVPD RIJCOSX def2/J DEFGRID3
* xyz 1 3
C -2.051 -0.209 0.106
C -0.297 0.680 0.112
C -0.027 -0.808 -0.130
N -2.752 0.687 -0.158
O -1.391 -1.299 0.083
H -0.220 1.020 1.142
H 0.021 1.480 -0.721
H 0.186 -1.010 -1.120
H 0.617 -1.255 0.504
*
```

The value obtained for the LUMO energy (alpha / beta) is -4.50 / -10.70 eV. The relative energy (zero: lowest compared OMol25 entry of this formula, charge and spin) is 2.691 eV. Its total energy is -6698.227 eV. The orbital gap (alpha / beta) comes out at 10.7 / 8.3 eV. As for the HOMO energy (alpha / beta): -15.20 / -19.04 eV. The value obtained for the strongest force on any atom is 5.16 eV/A.

Results of the natural (NBO) charge analysis, in e, for atoms 1 through 2: number 1, C, carries 0.5954; number 2, C, carries -0.3677